{
  "formula": "C8H42N12O14",
  "method": "wB97M-V/def2-TZVPD",
  "max_force_ev_per_a": 3.63,
  "homo_lumo_gap_ev": 9.67,
  "homo_ev": -9.5,
  "e_lumo_ev": 0.216,
  "symbols": ["C", "C", "O", "O", "H", "H", "H", "H", "H", "H", "O", "H", "H", "O", "H", "H", "O", "H", "H", "O", "H", "H", "O", "H", "H", "O", "H", "H", "C", "O", "N", "N", "H", "H", "H", "H", "C", "O", "N", "N", "H", "H", "H", "H", "C", "O", "N", "N", "H", "H", "H", "H", "C", "O", "N", "N", "H", "H", "H", "H", "C", "O", "N", "N", "H", "H", "H", "H", "C", "O", "N", "N", "H", "H", "H", "H"],
  "coordinates": [[-0.64, 6.12, 2.34], [-2.07, 5.74, 2.68], [-2.12, 4.74, 3.63], [-0.10, 5.25, 1.29], [0.03, 6.27, 3.18], [-0.73, 7.02, 1.87], [-2.52, 5.39, 1.69], [-2.71, 6.59, 2.98], [-1.43, 4.10, 3.44], [0.11, 4.36, 1.65], [0.64, 0.14, 2.65], [1.60, 0.05, 2.65], [0.17, -0.65, 2.92], [0.23, -0.01, -3.94], [0.70, -0.17, -4.78], [0.81, -0.44, -3.27], [-1.11, -2.14, 2.84], [-1.93, -1.69, 2.69], [-0.85, -2.43, 1.94], [-3.19, 0.87, -1.95], [-3.47, 1.67, -1.48], [-3.45, 0.14, -1.33], [-0.34, 2.74, 2.17], [-0.16, 1.75, 2.31], [-1.24, 2.56, 1.81], [2.70, 3.75, -0.23], [2.25, 4.61, -0.05], [1.95, 3.37, -0.72], [0.64, -4.82, -1.51], [-0.59, -4.84, -1.85], [1.12, -5.73, -0.62], [1.62, -3.92, -1.90], [0.44, -6.39, -0.31], [2.14, -5.95, -0.45], [2.49, -4.02, -1.45], [1.40, -2.98, -2.12], [3.19, -2.31, 2.84], [3.23, -1.15, 2.41], [2.09, -3.08, 2.62], [4.23, -2.80, 3.51], [2.08, -4.01, 2.92], [1.45, -2.76, 1.92], [4.81, -2.20, 4.05], [4.18, -3.73, 3.85], [-3.94, -2.46, -1.43], [-3.94, -1.59, -0.60], [-4.50, -3.73, -1.25], [-3.53, -2.29, -2.77], [-4.86, -4.18, -2.09], [-4.49, -4.28, -0.35], [-3.18, -3.04, -3.33], [-3.07, -1.49, -3.01], [-0.54, 3.07, -2.05], [0.32, 2.60, -1.34], [-1.47, 3.96, -1.47], [-0.80, 2.68, -3.38], [-1.25, 4.17, -0.49], [-2.27, 4.36, -1.99], [-1.68, 3.01, -3.63], [-0.56, 1.64, -3.53], [3.16, -0.21, -1.03], [2.68, -0.70, -2.04], [4.34, -0.57, -0.46], [2.48, 0.82, -0.40], [4.78, -1.24, -1.05], [4.25, -0.88, 0.48], [2.95, 1.40, 0.33], [1.88, 1.24, -1.02], [-0.47, -1.73, -0.28], [0.04, -2.62, 0.45], [-0.90, -2.04, -1.56], [-0.57, -0.47, 0.12], [-0.79, -1.41, -2.38], [-0.88, -3.10, -1.69], [0.09, -0.19, 0.85], [-0.95, 0.26, -0.55]]
}